No. 1
{"formula": "C30H31BCl2N7O2S3SbTa", "method": "ωB97M-V with the def2-TZVPD basis set", "e_above_lowest_kcal_mol": 242.14, "max_force_ev_per_a": 2.59, "s2": 0.770, "homo_energy_ev": [-7.77, -7.77], "gap_ev": [5.6, 4.3], "multiplicity": 2, "symbols": ["Ta", "C", "C", "C", "C", "C", "C", "C", "C", "N", "C", "O", "C", "C", "C", "C", "C", "N", "C", "O", "N", "C", "C", "C", "C", "C", "C", "C", "C", "H", "H", "H", "H", "H", "H", "H", "H", "H", "H", "H", "H", "H", "H", "H", "H", "H", "H", "H", "H", "H", "S", "Sb", "S", "S", "B", "N", "C", "C", "C", "N", "N", "C", "C", "C", "N", "H", "H", "H", "H", "H", "H", "H", "H", "Cl", "C", "Cl", "H", "H"], "positions_angstrom": [[-0.580, 0.093, 0.180], [-1.878, 3.791, 1.427], [-2.237, 2.856, 2.549], [-3.350, 3.145, 3.336], [-3.673, 2.364, 4.430], [-2.851, 1.303, 4.777], [-1.727, 0.990, 4.025], [-0.792, -0.084, 4.511], [-1.463, 1.741, 2.870], [-0.358, 1.359, 2.025], [0.824, 1.638, 2.592], [1.007, 2.256, 3.633], [2.047, 1.127, 1.865], [3.251, 1.402, 2.506], [4.431, 1.094, 1.877], [4.345, 0.515, 0.625], [3.110, 0.234, 0.061], [1.942, 0.533, 0.670], [3.269, -0.490, -1.257], [4.387, -0.723, -1.672], [2.211, -0.870, -2.039], [1.843, -2.057, -2.292], [2.127, -3.168, -1.333], [3.509, -3.459, -0.852], [2.033, -7.476, -2.479], [0.667, -7.694, -2.543], [0.546, -3.208, -4.269], [1.075, -2.307, -3.519], [0.689, -1.106, -4.487], [-2.776, 4.232, 0.993], [-1.254, 4.604, 1.808], [-1.324, 3.296, 0.637], [-3.965, 3.999, 3.076], [-4.549, 2.592, 5.024], [-3.073, 0.711, 5.657], [-1.320, -0.783, 5.159], [-0.338, -0.649, 3.699], [0.017, 0.374, 5.086], [3.190, 1.876, 3.473], [5.389, 1.302, 2.332], [5.226, 0.255, 0.062], [3.754, -2.818, -0.001], [3.563, -4.486, -0.493], [4.249, -3.282, -1.627], [2.410, -7.719, -1.481], [0.124, -8.236, -1.767], [0.045, -7.448, -3.399], [1.048, -1.234, -5.502], [-0.372, -0.883, -4.463], [1.229, -0.279, -4.020], [-4.683, -1.891, -1.001], [-2.677, -2.553, -0.330], [-0.902, -1.118, -1.690], [-2.017, -1.066, 1.562], [-1.615, 1.946, -2.737], [-0.337, 2.536, -2.073], [0.243, 3.690, -2.400], [1.141, 4.040, -1.406], [1.027, 3.021, -0.477], [0.142, 2.098, -0.884], [-2.652, 1.840, -1.580], [-3.891, 2.326, -1.614], [-4.541, 2.016, -0.433], [-3.603, 1.311, 0.299], [-2.450, 1.222, -0.383], [-2.025, 2.767, -3.516], [-1.405, 0.886, -3.262], [-0.049, 4.195, -3.304], [1.764, 4.914, -1.350], [1.526, 2.951, 0.470], [-4.228, 2.855, -2.490], [-5.553, 2.243, -0.151], [-3.697, 0.883, 1.279], [1.079, -2.195, 0.894], [1.102, -4.049, -1.000], [1.378, -5.578, -2.462], [0.087, -3.862, -1.324], [1.158, -4.650, -0.105]], "atomic_forces_ev_per_a": [[-0.168, 0.918, 0.369], [0.013, 0.008, 0.001], [-0.006, 0.024, 0.008], [-0.005, 0.001, -0.017], [0.009, -0.007, 0.005], [0.002, 0.012, 0.008], [0.000, -0.015, -0.015], [-0.013, 0.000, 0.014], [-0.029, 0.033, -0.046], [0.065, -0.163, -0.246], [0.017, -0.073, -0.012], [0.004, 0.043, 0.019], [-0.016, 0.129, 0.089], [-0.020, -0.007, -0.016], [-0.038, -0.019, -0.026], [0.065, 0.039, 0.070], [0.113, 0.004, -0.058], [-0.095, 0.003, 0.078], [0.058, -0.350, 0.085], [-0.001, 0.182, 0.017], [-0.030, 0.107, -0.384], [0.055, 0.013, 0.065], [0.136, -0.207, -0.329], [0.030, 0.135, 0.232], [-2.324, 0.901, 0.701], [0.020, -1.604, -0.155], [0.316, -0.201, 0.281], [-0.121, 0.089, -0.019], [-0.010, -0.016, 0.040], [-0.001, 0.009, 0.010], [0.009, -0.002, -0.003], [-0.017, 0.011, 0.010], [0.002, 0.002, 0.003], [-0.001, -0.002, 0.000], [-0.001, -0.003, 0.000], [-0.003, -0.009, -0.008], [-0.001, -0.009, -0.030], [-0.017, 0.001, 0.000], [0.003, 0.004, -0.004], [0.004, -0.001, 0.002], [-0.012, -0.003, -0.007], [0.048, 0.036, -0.078], [-0.005, -0.029, -0.078], [0.040, -0.011, -0.047], [0.416, 0.533, -0.251], [0.175, -0.617, -0.190], [0.229, 0.447, 0.107], [0.005, 0.007, 0.008], [0.016, 0.025, 0.005], [0.042, -0.009, 0.011], [0.029, 0.043, 0.017], [0.011, 0.018, -0.120], [-0.263, -0.063, 0.128], [0.047, -0.213, 0.063], [0.018, -0.031, -0.036], [-0.081, 0.013, 0.053], [-0.012, -0.001, -0.020], [0.000, -0.005, 0.005], [0.050, 0.023, -0.024], [0.014, -0.232, -0.063], [0.036, 0.008, 0.002], [0.005, -0.034, 0.000], [0.009, -0.023, 0.009], [-0.040, 0.111, 0.000], [0.233, -0.392, 0.045], [-0.013, 0.003, 0.000], [-0.012, 0.098, 0.032], [0.008, -0.001, -0.002], [0.002, -0.002, -0.002], [0.005, -0.014, -0.004], [-0.005, 0.000, 0.003], [0.001, 0.001, 0.001], [0.004, -0.021, 0.002], [-0.184, 0.108, 0.087], [-0.828, 1.150, 1.209], [1.720, -0.935, -1.329], [-0.042, 0.207, -0.092], [0.331, -0.171, -0.182]]}


No. 2
{"formula": "C30H31BN6O7Tc", "method": "ωB97M-V with the def2-TZVPD basis set", "e_above_lowest_kcal_mol": 25.17, "max_force_ev_per_a": 0.51, "s2": 1.135, "homo_energy_ev": [-6.73, -6.78], "gap_ev": [5.8, 6.6], "multiplicity": 2, "symbols": ["Tc", "O", "C", "C", "C", "C", "C", "C", "C", "N", "N", "C", "O", "C", "C", "C", "C", "C", "C", "H", "H", "H", "H", "H", "H", "H", "H", "H", "H", "N", "C", "C", "C", "C", "C", "N", "C", "C", "C", "C", "C", "N", "H", "H", "H", "H", "H", "H", "H", "H", "H", "C", "C", "C", "O", "B", "O", "C", "C", "C", "H", "H", "H", "H", "H", "H", "H", "H", "H", "H", "H", "H", "O", "N", "O", "O"], "positions_angstrom": [[-0.290, -0.806, -0.988], [0.255, 1.326, -1.613], [-0.762, 2.185, -2.051], [-0.427, 3.157, -2.976], [-1.411, 4.005, -3.458], [-2.719, 3.862, -3.024], [-3.035, 2.877, -2.102], [-2.067, 2.022, -1.591], [-2.421, 1.006, -0.537], [-2.160, -0.338, -0.987], [-3.051, -1.241, -0.550], [-2.454, -2.403, -0.378], [-1.182, -2.541, -0.578], [-3.215, -3.563, 0.117], [-4.553, -3.429, 0.478], [-5.244, -4.520, 0.973], [-4.608, -5.747, 1.108], [-3.276, -5.883, 0.743], [-2.577, -4.793, 0.250], [0.596, 3.230, -3.321], [-1.154, 4.768, -4.180], [-3.493, 4.513, -3.405], [-4.056, 2.765, -1.760], [-3.475, 1.093, -0.262], [-5.033, -2.468, 0.368], [-6.283, -4.415, 1.256], [-5.151, -6.597, 1.499], [-2.783, -6.841, 0.839], [-1.539, -4.882, -0.040], [0.657, -1.455, 2.189], [-0.286, -0.424, 2.073], [-0.831, 0.039, 3.241], [-1.945, 0.936, 3.161], [-2.319, 1.454, 1.988], [-1.514, 1.186, 0.757], [-0.621, 0.012, 0.844], [1.251, -2.286, 1.277], [1.763, -3.502, 1.773], [2.437, -4.345, 0.933], [2.606, -3.974, -0.402], [2.061, -2.787, -0.815], [1.387, -1.939, -0.007], [0.689, -1.819, 3.129], [-0.508, -0.368, 4.187], [-2.496, 1.170, 4.062], [-3.164, 2.122, 1.900], [-0.901, 2.069, 0.537], [1.605, -3.755, 2.813], [2.822, -5.286, 1.303], [3.139, -4.595, -1.105], [2.171, -2.450, -1.833], [2.685, 4.444, 1.050], [2.406, 2.989, 0.728], [2.174, 2.185, 2.000], [1.171, 2.915, -0.037], [1.337, 1.882, -0.913], [2.605, 1.432, -1.036], [3.438, 2.317, -0.240], [4.495, 1.477, 0.450], [4.078, 3.297, -1.213], [1.926, 4.815, 1.738], [2.665, 5.061, 0.156], [3.659, 4.548, 1.528], [1.331, 2.611, 2.544], [3.051, 2.201, 2.645], [1.929, 1.149, 1.767], [4.047, 0.650, 0.994], [5.076, 2.085, 1.144], [5.172, 1.065, -0.296], [3.323, 3.894, -1.723], [4.629, 2.733, -1.964], [4.768, 3.968, -0.704], [0.996, -1.147, -4.837], [0.930, -1.005, -3.641], [-0.170, -1.337, -3.035], [1.847, -0.578, -2.938]], "atomic_forces_ev_per_a": [[-0.439, 0.134, -0.222], [0.164, -0.154, 0.164], [-0.155, -0.021, -0.034], [-0.039, -0.079, 0.041], [0.006, -0.002, 0.003], [0.012, 0.011, -0.017], [0.027, -0.030, 0.023], [0.100, 0.018, -0.023], [-0.080, 0.015, -0.017], [0.365, -0.087, 0.179], [-0.031, 0.058, -0.113], [0.121, -0.032, -0.163], [-0.082, -0.043, 0.115], [-0.020, -0.038, 0.001], [0.013, -0.007, -0.038], [-0.012, -0.028, 0.006], [0.011, 0.003, 0.007], [-0.018, -0.011, -0.003], [-0.002, 0.023, -0.011], [0.042, -0.007, -0.014], [0.005, 0.005, -0.015], [-0.024, 0.025, -0.008], [-0.036, -0.003, 0.014], [0.063, 0.033, -0.036], [-0.017, 0.037, 0.010], [-0.029, 0.001, 0.011], [-0.015, -0.027, -0.002], [0.011, -0.016, 0.012], [0.007, 0.000, 0.002], [-0.040, -0.156, 0.131], [-0.018, 0.070, 0.174], [0.085, -0.092, -0.105], [0.016, 0.015, -0.057], [-0.002, -0.067, -0.004], [0.051, 0.100, -0.047], [0.126, 0.158, -0.042], [0.124, 0.128, 0.043], [0.073, 0.043, -0.034], [-0.027, 0.035, -0.025], [0.008, 0.065, 0.010], [0.089, 0.042, 0.012], [-0.224, -0.027, -0.073], [-0.024, 0.029, -0.108], [0.024, -0.026, 0.035], [-0.038, 0.010, 0.046], [-0.052, 0.037, -0.005], [-0.052, -0.027, 0.044], [-0.007, 0.000, 0.019], [0.020, -0.015, 0.002], [0.011, -0.010, -0.019], [-0.051, 0.025, -0.101], [-0.006, -0.088, 0.003], [0.015, 0.016, 0.018], [-0.010, 0.045, -0.065], [-0.035, 0.102, -0.054], [-0.075, 0.079, 0.031], [0.032, -0.217, 0.071], [0.035, 0.002, 0.003], [-0.034, 0.062, -0.043], [-0.037, -0.044, 0.040], [-0.026, 0.004, 0.018], [0.011, 0.020, -0.049], [0.043, 0.000, 0.031], [-0.026, 0.007, 0.003], [0.024, 0.022, 0.028], [0.006, -0.063, -0.013], [-0.028, -0.033, 0.038], [0.025, 0.029, 0.023], [0.033, -0.020, -0.042], [-0.040, 0.030, -0.015], [0.015, -0.024, -0.025], [0.028, 0.026, 0.026], [-0.045, 0.024, -0.167], [0.115, -0.111, -0.162], [-0.234, -0.047, 0.336], [0.175, 0.064, 0.196]]}


No. 3
{"formula": "C30H31DyN3O2PS2", "method": "ωB97M-V with the def2-TZVPD basis set", "max_force_ev_per_a": 4.19, "s2": 9.346, "homo_energy_ev": [-6.12, -6.13], "gap_ev": [6.2, 6.3], "multiplicity": 6, "symbols": ["Dy", "N", "C", "C", "C", "C", "C", "C", "P", "C", "C", "C", "C", "C", "C", "C", "C", "C", "C", "C", "C", "H", "H", "H", "H", "H", "H", "H", "H", "H", "H", "H", "H", "H", "H", "H", "H", "C", "C", "S", "C", "C", "S", "H", "H", "H", "H", "H", "H", "C", "C", "O", "H", "H", "H", "N", "C", "O", "C", "C", "C", "C", "N", "C", "H", "H", "H", "H", "H", "H"], "positions_angstrom": [[-0.371, -0.396, -0.012], [1.805, 0.509, 1.556], [1.684, 1.169, 2.799], [2.557, 0.914, 3.851], [2.385, 1.552, 5.067], [1.349, 2.459, 5.235], [0.472, 2.712, 4.192], [0.623, 2.072, 2.965], [-0.578, 2.158, 1.581], [0.121, 3.428, 0.465], [-0.741, 3.998, -0.474], [-0.250, 4.880, -1.421], [1.104, 5.184, -1.451], [1.964, 4.625, -0.519], [1.472, 3.752, 0.441], [-1.958, 3.040, 2.384], [-2.978, 2.263, 2.929], [-4.019, 2.861, 3.624], [-4.047, 4.240, 3.774], [-3.036, 5.019, 3.227], [-1.994, 4.424, 2.532], [2.596, -0.122, 1.528], [1.913, 1.139, 0.759], [3.371, 0.212, 3.706], [3.065, 1.346, 5.883], [1.216, 2.963, 6.184], [-0.344, 3.405, 4.339], [-1.790, 3.736, -0.468], [-0.923, 5.315, -2.149], [1.492, 5.858, -2.205], [3.018, 4.869, -0.537], [2.150, 3.326, 1.174], [-2.941, 1.187, 2.796], [-4.809, 2.252, 4.044], [-4.860, 4.709, 4.312], [-3.057, 6.095, 3.346], [-1.209, 5.035, 2.103], [2.044, 1.613, -3.811], [1.028, 1.161, -2.783], [1.738, 0.256, -1.437], [-0.279, 1.428, -2.963], [-0.710, 2.174, -4.207], [-1.622, 0.991, -1.887], [3.050, 1.455, -3.429], [1.924, 2.672, -4.053], [1.932, 1.041, -4.737], [-0.327, 1.684, -5.107], [-0.336, 3.202, -4.199], [-1.796, 2.204, -4.267], [-1.621, -1.951, 3.259], [-1.246, -1.310, 1.951], [-0.343, -1.912, 1.297], [-1.097, -2.894, 3.425], [-2.701, -2.107, 3.279], [-1.380, -1.244, 4.058], [-1.703, -2.815, -6.566], [-0.983, -2.221, -5.576], [-0.136, -1.386, -5.818], [-1.294, -2.638, -4.169], [-2.129, -3.691, -3.810], [-2.306, -3.979, -2.468], [-1.649, -3.207, -1.529], [-0.856, -2.182, -1.857], [-0.683, -1.918, -3.150], [-1.506, -2.537, -7.511], [-2.431, -3.483, -6.406], [-2.632, -4.300, -4.550], [-2.940, -4.797, -2.154], [-1.757, -3.416, -0.471], [-0.031, -1.092, -3.407]], "atomic_forces_ev_per_a": [[0.474, 3.202, -2.667], [-0.066, -0.127, 0.010], [-0.164, 0.103, 0.146], [0.015, -0.050, -0.078], [0.001, 0.007, -0.031], [-0.014, 0.051, 0.103], [0.066, -0.003, -0.077], [0.005, -0.279, -0.082], [0.197, 0.592, 0.079], [-0.064, -0.018, 0.096], [0.142, -0.006, -0.023], [-0.014, -0.040, -0.005], [0.051, 0.069, -0.060], [0.030, 0.009, 0.008], [-0.038, -0.024, 0.040], [-0.072, -0.215, -0.110], [0.070, 0.040, -0.063], [-0.019, -0.044, 0.025], [-0.013, -0.011, -0.006], [-0.002, 0.048, 0.017], [-0.029, 0.001, 0.007], [0.018, -0.073, 0.004], [0.101, 0.014, -0.069], [0.001, 0.007, 0.020], [-0.001, -0.002, -0.004], [0.001, -0.008, -0.010], [-0.034, 0.000, 0.000], [-0.042, -0.014, -0.050], [0.001, -0.002, 0.001], [-0.018, 0.001, 0.014], [-0.004, -0.022, -0.007], [-0.006, 0.060, 0.000], [-0.058, -0.006, 0.023], [-0.001, 0.010, -0.007], [0.006, -0.001, 0.004], [-0.006, -0.006, -0.018], [-0.003, -0.009, 0.009], [-0.099, -0.034, 0.057], [-0.067, 0.066, -0.166], [0.257, 0.078, -0.233], [0.124, 0.054, 0.006], [-0.031, -0.056, 0.055], [-0.530, 0.260, -0.208], [0.032, 0.023, -0.051], [0.009, -0.016, -0.014], [0.045, 0.026, -0.017], [-0.006, 0.036, -0.013], [-0.009, 0.009, -0.022], [0.002, 0.032, -0.023], [0.157, 0.044, -0.344], [-0.448, -0.413, 0.832], [0.100, -3.329, 2.468], [0.012, -0.006, 0.016], [-0.020, 0.075, 0.051], [-0.066, 0.034, 0.010], [0.031, -0.051, -0.040], [-0.036, 0.122, -0.141], [-0.003, -0.052, 0.060], [-0.046, -0.233, 0.223], [0.113, 0.161, -0.021], [-0.058, -0.111, -0.008], [0.039, 0.028, -0.067], [-0.193, -0.303, 0.402], [0.218, 0.218, -0.194], [0.021, 0.030, 0.010], [-0.038, 0.011, 0.055], [-0.005, -0.010, -0.008], [0.009, 0.011, 0.017], [-0.002, 0.017, 0.005], [-0.021, 0.026, 0.066]]}


Number 1: electronic energy -4132.4441 hartree. Number 2: electronic energy -2122.7178 hartree. Number 3: electronic energy -3499.3796 hartree.